# 1
{
  "formula": "C3H4N2O",
  "method": "wB97M-V/def2-TZVPD",
  "species": ["O", "C", "C", "C", "N", "N", "H", "H", "H", "H"],
  "coordinates": [[1.3096, 1.5699, -0.3841], [0.3615, 0.6020, -0.3126], [0.5747, -0.7312, -0.1143], [-0.6373, -1.1606, 0.4679], [-1.6076, -0.2864, 0.3929], [-1.0379, 0.8480, -0.0978], [2.1121, 1.2324, 0.0541], [1.4151, -1.3561, -0.3974], [-0.7551, -2.0406, 1.0703], [-1.7352, 1.3225, -0.6790]],
  "atomic_forces_ev_per_a": [[-0.366, 0.171, -0.536], [-0.940, -0.014, -0.172], [-0.180, 0.165, 0.398], [-0.433, -0.573, 0.005], [0.369, -0.314, 0.267], [1.146, -0.044, -0.157], [-0.586, 0.146, -0.362], [0.155, 0.464, 0.612], [-0.334, -0.548, -0.357], [1.170, 0.548, 0.301]],
  "charge": 0,
  "e_homo_ev": -8.83,
  "smiles": "Oc1ccn[nH]1",
  "orbital_gap_ha": 0.348,
  "multiplicity": 1
}

# 2
{
  "formula": "C2H2FIS",
  "method": "wB97M-V/def2-TZVPD",
  "species": ["C", "C", "F", "S", "I", "H", "H"],
  "coordinates": [[-0.3176, -0.1505, -0.7757], [0.1166, 0.2624, 0.4795], [-0.5670, -2.2924, 0.4301], [-0.6616, -0.3006, -2.2562], [1.2170, 2.2039, 0.3790], [-0.7690, 0.6937, 1.0337], [0.9816, -0.4165, 0.7096]],
  "atomic_forces_ev_per_a": [[-0.701, -1.406, -2.186], [0.752, 1.212, 0.443], [0.215, 1.698, -0.846], [0.250, 0.009, 1.610], [-0.112, -0.144, -0.387], [1.204, -1.653, 0.306], [-1.607, 0.283, 1.059]],
  "charge": 0,
  "e_homo_ev": [-9.39, -9.39],
  "orbital_gap_ha": [0.257, 0.257],
  "multiplicity": 1
}

# 3
{
  "formula": "C4H28NO11",
  "method": "wB97M-V/def2-TZVPD",
  "species": ["C", "O", "C", "C", "C", "O", "N", "H", "H", "H", "H", "H", "H", "H", "H", "H", "H", "H", "H", "O", "H", "H", "O", "H", "H", "O", "H", "H", "O", "H", "H", "O", "H", "H", "O", "H", "H", "O", "H", "H", "O", "H", "H", "O"],
  "coordinates": [[1.2980, 2.7312, 1.8700], [0.5847, 2.1650, 2.9802], [1.9265, 1.7064, 0.8977], [0.9567, 0.6912, 0.2356], [1.6848, 0.0418, -0.9339], [0.6701, -0.7421, -1.5993], [3.0923, 1.1007, 1.5801], [0.5832, 3.3675, 1.3051], [2.1088, 3.3801, 2.3345], [2.3630, 2.3032, 0.0348], [0.4905, -0.1153, 0.8721], [-0.0047, 1.2741, 0.0978], [2.0693, 0.7199, -1.7060], [2.4813, -0.7042, -0.7403], [-0.0118, -1.1517, -0.8211], [3.5677, 0.3145, 1.1657], [2.9118, 0.7766, 2.5225], [-0.3707, -2.6846, 0.3499], [-1.3661, -1.7036, 1.1323], [-0.8551, -2.1595, -0.3072], [-1.9974, -3.8589, -2.2140], [-2.1812, -2.7502, -1.2762], [-2.6177, -3.5987, -1.5304], [1.0567, -3.4361, -2.9790], [1.1882, -2.1195, -2.0270], [1.6057, -2.9892, -2.3357], [-1.7058, 3.8919, -0.1565], [-2.2588, 2.8506, 0.8355], [-2.5080, 3.3947, 0.0110], [-1.0173, 2.3912, 2.6295], [-2.2529, 1.4474, 2.4237], [-1.9766, 2.3794, 2.3234], [1.4212, -3.9503, 0.1260], [0.2408, -4.7652, -0.6439], [0.8123, -4.6897, 0.1155], [0.2511, 1.3065, 2.6109], [-1.7688, -2.0189, 2.5890], [-1.3426, -1.3058, 2.0713], [-0.6866, 1.0328, -2.7695], [0.3694, 0.2493, -3.3357], [-0.2455, 0.9462, -3.6326], [-2.8662, 2.2290, -1.2572], [-2.8881, 0.6665, -1.1088], [-2.8122, 1.3858, -1.7397]],
  "atomic_forces_ev_per_a": [[0.759, 0.982, -0.230], [-0.083, -1.591, -0.937], [0.943, -0.287, 0.259], [-0.312, 0.948, 1.670], [-2.078, -1.305, -1.544], [-0.136, 0.570, 0.931], [0.331, 0.263, 0.684], [0.464, -0.183, 0.163], [-0.976, -0.767, -0.772], [-0.615, -0.418, 0.970], [1.205, 0.506, 0.007], [1.025, -0.466, -1.387], [0.029, 0.383, 0.483], [0.013, 0.787, 0.865], [0.152, -0.857, -1.211], [-0.346, 0.065, -0.814], [-0.490, 0.310, 0.046], [-0.001, -0.271, -0.808], [0.154, 0.814, 0.000], [0.345, 0.973, 0.916], [-0.065, -0.369, -0.234], [-0.007, -0.596, 0.719], [-0.163, 0.373, -0.546], [-0.272, 0.299, 0.005], [-0.103, -0.612, -0.656], [0.644, -0.052, 0.348], [0.077, 0.177, -0.238], [-0.514, 0.895, -0.880], [0.297, -0.343, 0.881], [-1.288, 0.291, -0.129], [0.154, 0.417, -0.057], [0.690, -0.901, 0.663], [-0.359, 0.129, -1.130], [0.256, 0.959, -0.459], [0.169, -1.178, 1.683], [0.569, 0.428, 0.793], [0.354, 0.730, -0.174], [-0.719, -0.806, 0.444], [-0.574, 0.332, -0.462], [-0.139, 0.054, -0.458], [0.456, -0.301, 0.780], [0.136, -0.307, 0.341], [0.004, 0.087, 0.156], [0.011, -0.164, -0.681]],
  "charge": -1,
  "e_homo_ev": -6.23,
  "orbital_gap_ha": 0.328,
  "multiplicity": 1
}

# 4
{
  "formula": "C4H6NO3S",
  "method": "wB97M-V/def2-TZVPD",
  "species": ["C", "C", "N", "C", "C", "S", "O", "O", "O", "H", "H", "H", "H", "H", "H"],
  "coordinates": [[0.5118, -2.0261, -0.7361], [0.1837, -1.1075, 0.1518], [0.8653, 0.0683, 0.3666], [0.2627, 1.2785, 0.6337], [-0.8805, 1.6251, 0.1022], [2.2871, -0.2995, 1.6907], [3.3797, -0.7018, 0.8254], [1.6736, -1.3749, 2.4544], [2.5057, 0.9915, 2.3964], [-0.0911, -2.8539, -0.8310], [1.3264, -1.8514, -1.3966], [-0.6753, -1.2675, 0.8666], [0.8497, 2.1426, 1.1876], [-1.3011, 2.6155, 0.1221], [-1.4917, 0.8286, -0.2344]],
  "atomic_forces_ev_per_a": [[0.528, 1.708, 0.173], [-1.949, -0.014, 1.122], [3.233, 0.783, 2.633], [2.173, 1.992, 0.680], [-1.815, 0.357, -0.005], [-0.314, 1.159, -0.538], [-0.326, 0.095, 0.300], [0.261, 0.644, 0.009], [-0.654, -1.929, -1.059], [-0.996, -1.950, -0.169], [0.572, -0.029, -0.427], [0.621, -0.030, -0.872], [-0.645, -2.461, -1.204], [0.030, 0.144, 0.315], [-0.719, -0.468, -0.960]],
  "charge": -1,
  "e_homo_ev": -4.36,
  "smiles": "C=CN(C=C)S(=O)(=O)[O-]",
  "orbital_gap_ha": 0.307,
  "multiplicity": 1
}

| no. | E (eV) |
| --- | --- |
| 1 | -8201.7936 |
| 2 | -23755.5972 |
| 3 | -28616.1186 |
| 4 | -22712.9376 |